Record 1
Density functional theory data (the ωB97M-V functional and the def2-TZVPD basis) for one molecule with the formula C21H25NO6.

```
! wB97M-V def2-TZVPD RIJCOSX def2/J DEFGRID3
* xyz 0 1
C 3.7309 2.6888 3.3541
C 3.6202 1.6534 2.2891
C 2.8876 1.7927 1.1860
C 2.7259 0.8190 0.1164
C 3.4514 -0.3682 0.0402
C 3.2088 -1.2673 -0.9760
C 2.2497 -1.0255 -1.9555
O 2.0719 -2.0556 -2.8472
C 0.9449 -2.1115 -3.6957
C -0.4071 -1.8857 -3.0088
O -1.3903 -1.5662 -3.6375
N -0.3665 -2.1020 -1.6658
C -1.2045 -1.5200 -0.7032
C -2.5201 -1.1874 -0.9866
C -3.2809 -0.5456 -0.0209
O -4.5689 -0.1532 -0.2035
C -5.1846 -0.4455 -1.4349
C -2.7403 -0.2455 1.2457
O -3.6130 0.3574 2.1094
C -3.1246 1.2192 3.1116
C -1.4161 -0.6128 1.5242
O -0.9228 -0.3319 2.7722
C 0.4308 -0.6033 3.0414
C -0.6577 -1.2384 0.5409
C 1.5451 0.1920 -1.9224
O 0.6399 0.4286 -2.9196
C -0.3163 1.4472 -2.7479
C 1.7892 1.0784 -0.8857
H 4.7709 2.9921 3.4762
H 3.1354 3.5662 3.1143
H 3.3952 2.2847 4.3094
H 4.1841 0.7486 2.4692
H 2.3277 2.7109 1.0520
H 4.2018 -0.6000 0.7783
H 3.7497 -2.1995 -1.0299
H 0.9691 -3.1201 -4.1217
H 1.0178 -1.3867 -4.5134
H 0.5179 -2.4254 -1.2958
H -2.9112 -1.4057 -1.9635
H -5.2307 -1.5239 -1.6153
H -4.6686 0.0377 -2.2707
H -6.1957 -0.0490 -1.3560
H -2.6850 0.6674 3.9456
H -2.3837 1.9191 2.7159
H -3.9955 1.7743 3.4608
H 0.5954 -0.2593 4.0616
H 0.6466 -1.6751 2.9856
H 1.0985 -0.0594 2.3653
H 0.3695 -1.5052 0.7320
H 0.1329 2.4398 -2.8526
H -0.8183 1.3640 -1.7791
H -1.0435 1.2893 -3.5430
H 1.2370 2.0042 -0.8452
*
```

As for the LUMO energy: 0.676 eV. Its relative energy (zero: lowest compared OMol25 entry of this formula, charge and spin) is 442.1 kJ/mol. The structure (SMILES) is C/C=C/c1ccc(OCC(=O)Nc2cc(OC)c(OC)c(OC)c2)c(OC)c1.

---

Record 2
Density functional theory data (the ωB97M-V functional and the def2-TZVPD basis) for C21H25O2Ti as an isolated structure.

```
! wB97M-V def2-TZVPD RIJCOSX def2/J DEFGRID3
* xyz 0 2
C -2.2210 1.5988 -1.7796
C -1.0944 2.4438 -1.3946
C 0.0998 1.6547 -1.5184
H -1.3135 3.4604 -1.0827
C -0.2542 0.3614 -2.0145
C -1.6704 0.3129 -2.1639
H -2.2107 -0.5349 -2.5745
H -3.2022 2.0451 -1.8141
H 1.1135 1.9245 -1.2266
H 0.4444 -0.4217 -2.3372
C -1.3212 0.1036 2.3212
C -2.6983 0.5761 2.1564
C -3.2333 -0.1850 0.9952
H -3.3747 0.9917 2.9063
C -2.3228 -1.2757 0.7599
C -1.1846 -1.1082 1.5727
H -0.3854 -1.8427 1.6880
H -0.5395 0.5078 2.9626
H -4.2115 -0.0588 0.5662
H -2.5333 -2.1535 0.1520
Ti -1.7406 1.0385 0.1953
O 2.3485 -1.4675 -0.2773
C 3.4413 -0.6045 -0.2128
C 3.5218 -1.8762 -1.0818
H 3.3140 0.3504 -0.7372
H 4.0547 -0.5850 0.7028
H 3.4055 -1.7138 -2.1838
H 5.2559 -3.2785 -2.5845
C 5.2416 -3.6559 -1.5491
C 4.3547 -3.0137 -0.6253
C 4.3139 -3.4553 0.7236
H 3.6361 -2.9348 1.4246
C 5.1243 -4.5240 1.1213
H 5.0612 -4.8416 2.1541
C 5.9864 -5.1235 0.2150
H 6.6269 -5.9192 0.5433
C 6.0613 -4.6855 -1.1041
H 6.7536 -5.1142 -1.8121
C -3.2518 4.9147 0.7019
C -3.8110 3.5311 1.0728
C -5.0343 3.1789 0.1965
O -2.7601 2.4947 1.1064
H -3.1084 4.9258 -0.3799
H -2.3243 5.1483 1.2348
H -3.9820 5.7055 0.9263
H -4.2880 3.6830 2.0906
H -4.8230 3.3503 -0.8612
H -5.4440 2.1767 0.3603
H -5.8211 3.8947 0.4653
*
```

As for the expectation value of S²: 0.76. As for the LUMO energy (spin up / spin down): 0.725 / 0.570 eV. Its relative energy (zero: lowest compared OMol25 entry of this formula, charge and spin) is 209.8 kJ/mol.

---

Record 3
Density functional theory data (the ωB97M-V functional and the def2-TZVPD basis) for a 3-piece molecular cluster, C21H26B4IN3O11Si overall.

```
! wB97M-V def2-TZVPD RIJCOSX def2/J DEFGRID3
* xyz 0 1
C -5.1203 -2.1689 2.2256
Si -5.2683 -2.1135 0.2751
C -6.6920 -0.9342 -0.3365
C -5.4631 -3.9031 -0.4090
B -3.5900 -1.3287 -0.3427
O -3.5856 0.0500 -0.9283
B -2.8422 0.8781 0.0862
I -3.3905 2.9670 0.4890
O -1.6839 0.2161 0.7846
B -1.3025 -0.8608 -0.1963
B 0.0268 -0.7080 -1.1606
O -0.1530 -1.1127 -2.5995
O 1.3478 -0.1602 -0.6899
O -2.2585 -2.0230 -0.2312
H -5.0407 -3.2735 2.6035
H -4.1012 -1.6359 2.5426
H -5.9819 -1.5396 2.7066
H -6.2078 -0.2084 -1.1509
H -7.0496 -0.2431 0.5380
H -7.5785 -1.5429 -0.8357
H -4.5317 -4.2299 -1.0375
H -6.4216 -3.9356 -1.1006
H -5.6427 -4.6747 0.4661
H -0.7277 -0.3510 -2.9639
H 1.2128 0.8512 -0.6385
C 1.1056 7.1835 -2.4909
C 0.0701 7.9488 -3.0295
C -1.1972 7.9224 -2.4440
C -1.4161 7.1260 -1.3116
C -0.3803 6.3508 -0.7734
C 0.8821 6.3832 -1.3693
N -2.7393 7.1136 -0.6764
O -3.6346 7.7982 -1.1935
O -2.8843 6.4230 0.3425
H 2.0935 7.2117 -2.9475
H 0.2517 8.5689 -3.9047
H -1.9937 8.5246 -2.8757
H -0.5376 5.7244 0.1022
H 1.6935 5.7873 -0.9571
C 7.0607 1.0421 2.3027
C 6.1042 1.1369 3.3148
C 4.7514 0.9599 3.0179
C 4.3664 0.6827 1.6990
C 5.3238 0.5947 0.6797
C 6.6735 0.7763 0.9882
N 2.9483 0.4705 1.3851
O 2.1299 0.5755 2.3108
O 2.6511 0.1945 0.2140
H 8.1149 1.1753 2.5400
H 6.4137 1.3458 4.3366
H 4.0183 1.0369 3.8179
H 5.0385 0.3850 -0.3491
H 7.4246 0.7069 0.2045
C 2.7446 -3.9094 -0.1523
C 3.5338 -4.9968 0.2258
C 2.9780 -6.2759 0.2907
C 1.6257 -6.4563 -0.0312
C 0.8292 -5.3653 -0.4037
C 1.3956 -4.0903 -0.4622
N 1.0419 -7.8024 0.0105
O 1.7743 -8.7389 0.3631
O -0.1480 -7.9260 -0.3132
H 3.1838 -2.9148 -0.2069
H 4.5840 -4.8475 0.4672
H 3.6064 -7.1130 0.5871
H -0.2228 -5.4902 -0.6513
H 0.7863 -3.2375 -0.7532
*
```

As for the LUMO energy: -0.938 eV.

---

Record 4
Density functional theory data (the ωB97M-V functional and the def2-TZVPD basis) for a 6-piece molecular cluster, C21H26Cl4N4 overall.

```
! wB97M-V def2-TZVPD RIJCOSX def2/J DEFGRID3
* xyz 0 1
C -3.3561 2.0378 -0.5894
C -4.1052 1.7165 0.5314
C -3.5120 1.5052 1.7606
N -2.1797 1.7602 1.9309
C -1.5147 2.1516 0.9053
C -2.0100 2.2866 -0.3973
H -3.9071 2.3368 -1.5234
H -5.1860 1.5903 0.3797
H -4.0244 1.2773 2.6752
H -0.4461 2.3781 1.1233
H -1.3318 2.6112 -1.1769
C 3.0557 -0.6199 7.3822
C 3.9376 -0.5660 6.3146
C 3.4104 -0.4433 5.0281
N 2.1301 -0.4843 4.7808
C 1.3177 -0.4437 5.8297
C 1.7132 -0.5407 7.1465
H 3.4342 -0.7188 8.4095
H 4.9837 -0.6893 6.4102
H 4.1358 -0.5052 4.1460
H 0.2922 -0.4134 5.5357
H 0.9841 -0.8336 7.9231
C -2.1656 0.0109 -4.6582
C -3.5147 0.1093 -4.3947
C -4.0537 1.3358 -3.9930
N -3.3102 2.4473 -3.7314
C -2.0363 2.3145 -4.0792
C -1.4106 1.1590 -4.5713
H -1.8682 -0.8983 -5.1706
H -4.2099 -0.6482 -4.6460
H -5.1218 1.3494 -3.8593
H -1.4435 3.1723 -3.9614
H -0.3101 1.1213 -4.8866
Cl -0.7641 -3.0949 -2.9823
C -0.6415 -2.1800 -1.4469
C -1.8825 -2.1561 -0.6001
Cl -1.5797 -1.3043 0.9134
H -0.3274 -1.1403 -1.6998
H 0.1529 -2.6791 -0.8606
H -2.2524 -3.1279 -0.2820
H -2.6868 -1.7210 -1.1504
Cl 2.6751 -0.3236 -1.4218
C 1.9777 0.3896 0.0056
C 2.6594 0.0963 1.3814
Cl 4.3660 0.5387 1.5481
H 0.9604 0.1196 0.0076
H 1.9503 1.4907 -0.1613
H 2.6021 -0.9793 1.6730
H 2.0605 0.6130 2.1212
C 4.1164 -2.2285 -3.6938
C 3.0341 -1.3881 -4.3341
N 2.2126 -0.7020 -4.7349
H 3.6052 -2.7978 -2.9103
H 4.8315 -1.4406 -3.4685
H 4.5528 -2.8507 -4.4775
*
```

As for the LUMO energy: 0.635 eV. The structure (SMILES) is c1ccncc1.c1ccncc1.c1ccncc1.ClCCCl.ClCCCl.CC#N.

---

Record 5
Density functional theory data (the ωB97M-V functional and the def2-TZVPD basis) for C21H26CrN2OS4SbTe as an isolated structure.

```
! wB97M-V def2-TZVPD RIJCOSX def2/J DEFGRID3
* xyz -2 6
Cr 0.0857 0.2104 0.2679
S -3.2340 0.7830 4.3361
Sb -1.3572 0.3967 3.1308
S -1.3707 -1.3129 1.5300
S -0.6924 2.0888 1.6436
S 0.4838 -0.1236 4.5738
C -1.5296 0.9901 -2.2203
C -0.1581 1.6582 -2.3337
O 0.0223 2.4908 -3.2402
N 0.7480 1.2236 -1.4483
Te 2.4976 2.5117 -1.4938
C 4.1710 3.6192 -0.4177
C 4.0262 4.0640 0.8955
C 2.8337 3.7272 1.7541
C 5.0510 4.8191 1.4741
C 6.2049 5.1406 0.7826
C 7.2999 5.9549 1.4222
C 6.3262 4.6988 -0.5311
C 5.3270 3.9500 -1.1417
C 5.5321 3.5058 -2.5690
C 3.7207 0.7876 -1.7289
C 4.5311 0.2575 -0.7203
C 4.6072 0.8062 0.6765
C 5.3153 -0.8605 -1.0098
C 5.3136 -1.4632 -2.2536
C 6.1725 -2.6661 -2.5423
C 4.4884 -0.9303 -3.2358
C 3.6928 0.1816 -2.9976
C 2.8136 0.6905 -4.1071
H -2.2254 1.4734 -2.9037
H -1.9150 1.0692 -1.1982
H -1.4588 -0.0707 -2.4736
H 1.9943 3.3213 1.1923
H 2.4809 4.6082 2.2933
H 3.0939 2.9741 2.5025
H 4.9339 5.1532 2.5014
H 7.0709 6.1634 2.4674
H 7.4325 6.9108 0.9094
H 8.2563 5.4286 1.3846
H 7.2214 4.9463 -1.0962
H 6.4227 3.9725 -2.9927
H 4.6729 3.7680 -3.1896
H 5.6494 2.4216 -2.6318
H 3.6654 1.2606 0.9737
H 5.3973 1.5563 0.7611
H 4.8063 -0.0009 1.3804
H 5.9251 -1.2790 -0.2156
H 6.6254 -3.0508 -1.6285
H 6.9779 -2.4154 -3.2378
H 5.5864 -3.4685 -2.9944
H 4.4549 -1.3977 -4.2158
H 2.9868 0.1236 -5.0229
H 2.9950 1.7487 -4.3080
H 1.7588 0.6154 -3.8394
N 2.2443 -0.9118 2.2923
C 1.8832 -0.8120 1.1909
H 1.3383 -0.5029 3.5176
*
```

As for the expectation value of S²: 8.78. As for the LUMO energy (spin up / spin down): 3.964 / 3.955 eV. Its relative energy (zero: lowest compared OMol25 entry of this formula, charge and spin) is 0.0 kJ/mol.

---

Record 6
Density functional theory data (the ωB97M-V functional and the def2-TZVPD basis) for a 3-piece molecular cluster, C21H26F12N7O2 overall.

```
! wB97M-V def2-TZVPD RIJCOSX def2/J DEFGRID3
* xyz 1 1
N -0.8091 -5.8599 -1.0841
C 0.0544 -4.6754 -1.0731
C -0.2852 -3.7899 -2.3131
C -0.4761 -2.3671 -1.9345
N 0.3730 -1.7043 -1.1464
C -0.1439 -0.4895 -0.9829
N 0.4374 0.4686 -0.2358
C -0.1001 1.7608 0.0077
F -1.0038 1.7271 1.0133
F -0.7626 2.1915 -1.0943
C 1.0437 2.7423 0.3994
F 2.0977 2.5368 -0.4171
F 1.4082 2.4316 1.6635
C 0.6582 4.2479 0.3622
F 1.7227 4.9551 0.7481
F 0.3062 4.6160 -0.8733
F -0.3617 4.4719 1.2050
N -1.2959 -0.3636 -1.6526
N -1.5051 -1.5660 -2.2734
C -2.7238 -1.7323 -3.1001
F -2.4680 -2.7414 -3.9378
F -2.8059 -0.5846 -3.8161
C -3.9529 -1.9610 -2.2706
C -4.2310 -3.2502 -1.8166
C -5.3409 -3.4603 -1.0129
C -6.1624 -2.3925 -0.6617
C -5.8743 -1.1175 -1.1230
C -6.7349 0.0669 -0.7644
F -7.7629 -0.2729 0.0255
F -5.9999 0.9963 -0.1109
F -7.2313 0.6606 -1.8666
C -4.7692 -0.8928 -1.9363
H -0.3234 -6.6653 -0.7167
H -1.6369 -5.7190 -0.5213
H -0.0701 -4.0958 -0.1565
H 1.0900 -4.9895 -1.1347
H 0.5404 -3.8290 -3.0268
H -1.1740 -4.2051 -2.7753
H 1.3150 0.2219 0.1994
H -1.9303 0.4126 -1.7611
H -3.5898 -4.0766 -2.0997
H -5.5636 -4.4606 -0.6682
H -7.0253 -2.5551 -0.0299
H -4.5695 0.1064 -2.3032
C 2.0952 7.5698 5.9423
C 2.9459 6.3290 6.0862
O 3.7522 6.1963 6.9863
N 2.7783 5.3438 5.1565
C 1.8774 5.3182 4.0229
H 2.3487 8.2465 6.7518
H 2.2869 8.0672 4.9908
H 1.0339 7.3255 6.0032
H 3.3745 4.5462 5.3102
H 1.1828 4.4784 4.1103
H 2.4416 5.2137 3.0976
H 1.3003 6.2359 3.9760
C 3.8271 -1.5323 -1.4995
C 4.0583 -2.9810 -1.1295
O 3.1159 -3.7363 -0.9268
N 5.3342 -3.4142 -1.0437
C 6.5585 -2.6630 -1.2564
H 2.7526 -1.3754 -1.5137
H 4.2848 -0.8558 -0.7756
H 4.2341 -1.3163 -2.4879
H 5.4140 -4.3893 -0.7984
H 7.1378 -3.1021 -2.0688
H 7.1698 -2.6679 -0.3537
H 6.3319 -1.6337 -1.5131
*
```

As for the LUMO energy: -3.151 eV. Its relative energy (zero: lowest compared OMol25 entry of this formula, charge and spin) is 0.0 kJ/mol.

---

Record 7
Density functional theory data (the ωB97M-V functional and the def2-TZVPD basis) for C21H26InN3Se4Si as an isolated structure.

```
! wB97M-V def2-TZVPD RIJCOSX def2/J DEFGRID3
* xyz 0 1
In 1.4794 -0.2753 0.0746
C 3.5051 2.5447 -0.8831
C 2.2643 3.1379 -0.2999
C 1.9197 4.4588 -0.5933
C 0.7669 4.9923 -0.0653
C -0.0156 4.2108 0.7741
C 0.3880 2.9101 1.0336
N 1.4914 2.3806 0.4870
C -0.4242 2.0348 1.9402
C -1.3323 2.5998 2.8326
C -2.1047 1.7673 3.6179
C -1.9540 0.3984 3.4999
C -1.0030 -0.0948 2.6137
N -0.2495 0.7138 1.8628
C -0.7786 -1.5700 2.4972
C -1.7941 -2.4708 2.7899
C -1.5177 -3.8257 2.6866
C -0.2556 -4.2272 2.2968
C 0.7037 -3.2618 1.9988
C 2.0711 -3.6423 1.5195
N 0.4347 -1.9590 2.1023
H 4.2428 3.3207 -1.0794
H 3.2778 2.0535 -1.8337
H 3.9419 1.8068 -0.2109
H 2.5601 5.0383 -1.2440
H 0.4717 6.0074 -0.2975
H -0.9279 4.6117 1.1864
H -1.4179 3.6708 2.9269
H -2.8118 2.1832 4.3236
H -2.5287 -0.2723 4.1204
H -2.7818 -2.1332 3.0660
H -2.2858 -4.5561 2.9042
H -0.0041 -5.2757 2.2109
H 2.3040 -4.6757 1.7716
H 2.8266 -2.9909 1.9557
H 2.1324 -3.5353 0.4335
Se 0.2449 -1.0649 -3.1563
Se 2.4698 -0.3358 -2.8322
Se 3.2218 0.8263 -4.6488
Se -1.0116 0.8833 -3.3914
C -3.6972 2.6121 0.1831
Si -3.1308 2.3319 -1.5836
C -2.6420 3.9647 -2.3463
C -4.5297 1.5482 -2.5354
C -1.6363 1.1913 -1.5646
H -4.6554 3.1382 0.1867
H -2.9859 3.2193 0.7439
H -3.8325 1.6693 0.7189
H -3.4986 4.6373 -2.4259
H -2.2249 3.8326 -3.3469
H -1.8785 4.4561 -1.7373
H -5.3559 2.2527 -2.6519
H -4.9096 0.6710 -2.0054
H -4.2124 1.2240 -3.5278
H -1.9038 0.2268 -1.1272
H -0.8224 1.6315 -0.9833
*
```

As for the LUMO energy: -0.776 eV. Its relative energy (zero: lowest compared OMol25 entry of this formula, charge and spin) is 169.0 kJ/mol.

---

Record 8
Density functional theory data (the ωB97M-V functional and the def2-TZVPD basis) for one molecule with the formula C21H26N2O2.

```
! wB97M-V def2-TZVPD RIJCOSX def2/J DEFGRID3
* xyz 0 1
C 5.4585 1.7513 0.6780
O 4.2910 0.9773 0.7823
C 4.2958 -0.2809 0.2535
C 5.4159 -0.9153 -0.2660
C 5.3177 -2.2075 -0.7570
C 4.1102 -2.8762 -0.7341
C 2.9898 -2.2414 -0.2218
C 3.0659 -0.9549 0.2758
C 1.8578 -0.2310 0.7922
C 1.3963 0.8055 -0.2333
O 1.8835 0.8859 -1.3431
N 0.4239 1.6578 0.1795
C -0.3952 1.5320 1.3604
C -1.7832 1.0151 0.9622
N -2.3726 1.9534 0.0295
C -3.7904 1.8107 -0.2019
C -4.2627 0.6261 -1.0783
C -3.9610 -0.7175 -0.4821
C -3.0548 -1.5825 -1.0845
C -2.7626 -2.8101 -0.5170
C -3.3768 -3.1935 0.6630
C -4.2929 -2.3468 1.2640
C -4.5845 -1.1212 0.6937
C -1.5616 2.0688 -1.1670
C -0.1685 2.5682 -0.7795
H 6.2859 1.3155 1.2492
H 5.7625 1.8782 -0.3655
H 5.2063 2.7238 1.0990
H 6.3701 -0.4130 -0.2993
H 6.1975 -2.6869 -1.1606
H 4.0356 -3.8822 -1.1185
H 2.0384 -2.7542 -0.2119
H 2.1139 0.2842 1.7197
H 1.0447 -0.9367 0.9752
H 0.0588 0.8663 2.0906
H -0.5029 2.5270 1.8061
H -2.4211 0.9472 1.8460
H -1.6730 0.0052 0.5342
H -4.1274 2.7352 -0.6832
H -4.2717 1.7468 0.7774
H -3.8067 0.7058 -2.0663
H -5.3439 0.7321 -1.1987
H -2.5693 -1.2914 -2.0061
H -2.0534 -3.4682 -0.9978
H -3.1474 -4.1501 1.1088
H -4.7842 -2.6444 2.1791
H -5.3076 -0.4692 1.1633
H -2.0346 2.7830 -1.8441
H -1.4480 1.1040 -1.6889
H 0.4825 2.6094 -1.6533
H -0.2443 3.5593 -0.3227
*
```

As for the LUMO energy: 0.780 eV. Its relative energy (zero: lowest compared OMol25 entry of this formula, charge and spin) is 194.1 kJ/mol. The structure (SMILES) is COc1ccccc1CC(=O)N1CCN(CCc2ccccc2)CC1.